1.
DFT (ωB97M-V/def2-TZVPD) results for C41H62As3ClN3OP2RuSe as an isolated structure at a distorted geometry.

multiplicity: 6
F_max: 4.10 eV/Å
E_tot: -12185.29609 Ha

Last column: Mulliken charge in e.
CARTESIAN COORDINATES (ANGSTROEM)
Ru (-0.15750, -0.96041, 0.06792)  -0.11
C (-1.28607, -4.46796, -0.74524)  -1.29
P (-1.60449, -2.62242, -0.73755)  2.19
C (-2.25494, -2.33507, -2.45224)  -0.83
C (-3.07198, -2.54268, 0.35103)  -0.54
C (-4.16965, -3.33128, -0.00569)  -0.55
C (-5.36605, -3.29719, 0.66200)  -0.88
C (-5.42457, -2.46766, 1.81024)  -0.86
C (-4.32445, -1.66320, 2.20429)  -0.38
C (-3.13344, -1.71379, 1.48606)  -0.24
P (-1.65213, -0.68692, 1.98487)  2.06
C (-1.48328, 1.35079, 4.48001)  -0.79
C (-1.37278, -1.64237, 3.50241)  -1.66
H (-1.65916, -4.91074, -1.69147)  0.35
H (-1.79282, -4.83853, 0.19864)  0.42
H (-0.16136, -4.56146, -0.70932)  0.36
H (-3.06938, -3.03685, -2.65364)  0.55
H (-1.44024, -2.46415, -3.12782)  -0.39
H (-2.69998, -1.29522, -2.49466)  0.17
H (-4.12882, -3.97355, -0.88748)  0.28
H (-6.18344, -3.93525, 0.37317)  0.47
H (-6.37827, -2.59675, 2.33759)  0.35
H (-4.44876, -0.89532, 2.99484)  0.38
H (-0.51300, 1.23729, 3.97118)  0.05
H (-1.81849, 0.51665, 5.11560)  0.25
H (-1.44040, 2.21436, 5.18783)  0.35
H (-2.26652, -1.74844, 4.10058)  0.66
H (-0.52361, -1.30841, 4.18663)  0.26
H (-1.09623, -2.64064, 3.20741)  0.46
C (2.70183, -0.61019, -2.22616)  -0.58
As (1.12078, 0.43591, -1.64333)  1.90
C (0.46122, 0.41339, -3.51831)  -1.14
C (2.10960, 2.15672, -1.67166)  -2.85
C (1.42687, 3.52982, -1.47404)  4.01
C (0.65180, 3.68443, -0.20596)  -0.97
C (0.69139, 3.95778, -2.77826)  -1.66
As (-1.30788, 4.00228, -2.73440)  0.51
C (-1.47892, 4.31716, -4.61089)  -1.38
C (-1.47243, 5.86013, -1.99621)  -1.33
C (2.57355, 4.62375, -1.41190)  -2.67
As (4.14659, 4.97054, -0.12702)  0.33
C (3.17039, 5.12941, 1.62772)  -0.95
C (4.91661, 3.22692, 0.16672)  -0.54
H (3.15681, -0.23167, -3.14244)  0.51
H (2.23626, -1.58824, -2.45033)  -0.46
H (3.39639, -0.73362, -1.38436)  0.37
H (0.28100, -0.59366, -3.85872)  0.35
H (1.19355, 0.89494, -4.16571)  0.51
H (-0.50668, 0.99825, -3.52800)  0.08
H (2.55877, 1.99846, -2.63465)  0.98
H (2.76267, 1.94636, -0.93975)  0.24
H (-0.20044, 3.07075, -0.32081)  0.20
H (0.32454, 4.72621, -0.08777)  0.35
H (1.17590, 3.42456, 0.73855)  -0.56
H (0.83115, 3.15572, -3.50497)  0.15
H (1.10983, 4.91185, -3.08359)  0.78
H (-0.98964, 5.17569, -4.94898)  0.45
H (-2.55899, 4.40775, -4.80794)  0.41
H (-1.12123, 3.54186, -5.24629)  0.40
H (-1.49966, 5.82341, -0.89905)  0.28
H (-2.31885, 6.42725, -2.40278)  0.46
H (-0.64649, 6.41117, -2.35840)  0.40
H (2.06958, 5.58019, -1.36653)  0.64
H (3.11666, 4.68625, -2.38102)  0.54
H (2.48839, 6.05705, 1.57230)  0.33
H (3.75637, 5.47642, 2.47762)  0.44
H (2.57836, 4.29665, 2.05960)  0.06
H (5.16656, 2.71862, -0.77936)  0.28
H (4.24236, 2.65488, 0.82058)  -0.21
H (5.83907, 3.21254, 0.72617)  0.46
Cl (1.47013, -3.35098, -3.73417)  -0.24
C (0.48777, -4.69778, -4.13252)  1.01
C (-0.68247, -4.47127, -4.66569)  -0.53
C (-1.48930, -5.60864, -4.95311)  -0.28
C (-1.03251, -6.92759, -4.95064)  -0.75
C (0.23590, -7.13888, -4.49297)  -0.42
C (1.06378, -6.08380, -4.00285)  0.60
C (2.18641, -6.28193, -3.28174)  -1.29
H (-1.09342, -3.42157, -4.80711)  0.36
H (-2.55377, -5.44453, -5.25604)  0.32
H (-1.61468, -7.82872, -5.16967)  0.37
H (0.66035, -8.17609, -4.50284)  0.31
H (2.64201, -5.41984, -2.73337)  0.27
H (2.54337, -7.24325, -2.97637)  0.35
C (2.86977, 1.20198, 6.65045)  -1.63
C (2.43139, 0.36254, 5.47329)  0.54
C (2.51047, -1.05515, 5.48682)  -1.24
C (2.17684, -1.78340, 4.35263)  1.47
C (2.37032, -3.22587, 4.44466)  -1.59
C (1.91834, -1.12004, 3.10233)  -0.80
Se (1.69731, -2.10297, 1.53728)  -0.14
C (1.84618, 0.27958, 3.11987)  1.08
C (1.84955, 1.10330, 1.82486)  -0.68
C (2.07711, 1.01354, 4.29466)  -0.47
H (3.73294, 0.89520, 7.19860)  0.39
H (2.01117, 1.17604, 7.33849)  0.31
H (3.00959, 2.22759, 6.32905)  0.34
H (2.87527, -1.61281, 6.32602)  0.37
H (3.01566, -3.56338, 3.69835)  0.40
H (1.50679, -3.83791, 4.39255)  0.29
H (2.81194, -3.48000, 5.47900)  0.35
H (0.81517, 1.24557, 1.41854)  -0.23
H (2.39473, 0.49833, 1.04616)  -0.01
H (2.31502, 2.01183, 2.10026)  0.05
H (2.17613, 2.14092, 4.10472)  0.06
N (-3.83275, 1.46757, -1.11014)  -0.38
C (-2.92847, 1.22043, -0.12526)  0.22
O (-1.72097, 0.87031, -0.52439)  0.35
C (-3.32156, 1.31070, 1.25185)  -0.02
C (-2.50042, 0.87179, 2.38462)  0.44
N (-2.47418, 1.58413, 3.44074)  -0.68
C (-4.35352, 2.18922, 1.52968)  -0.97
N (-5.20608, 2.95840, 1.70768)  -0.68
H (-3.47897, 1.76063, -2.01337)  0.28
H (-4.65019, 1.95625, -0.81781)  0.27

2.
DFT (ωB97M-V/def2-TZVPD) results for an isolated molecule of C4H8O2.

multiplicity: 1
F_max: 0.64 eV/Å
E_tot: -307.53329 Ha

Last column: Mulliken charge in e.
CARTESIAN COORDINATES (ANGSTROEM)
C (2.27384, 1.18989, 0.76237)  -0.54
C (1.55531, 0.28160, 1.40847)  -0.08
O (0.85178, -0.68544, 0.69596)  -0.24
O (0.25480, 0.14396, -0.33528)  -0.17
C (-0.73483, -0.47129, -1.12146)  -0.25
C (-2.08080, -0.69491, -0.44834)  -1.02
H (2.58047, 2.13781, 1.19935)  0.25
H (2.38041, 1.00317, -0.29904)  0.26
H (1.36684, 0.32599, 2.47830)  0.34
H (-0.36642, -1.35302, -1.66708)  0.30
H (-0.81328, 0.36284, -1.82161)  0.24
H (-2.43752, 0.23901, 0.00047)  0.28
H (-1.99823, -1.45758, 0.32762)  0.28
H (-2.83237, -1.02203, -1.17972)  0.35

3.
DFT (ωB97M-V/def2-TZVPD) results for an isolated molecule of C3H4N2O.

multiplicity: 1
F_max: 0.59 eV/Å
E_tot: -301.37935 Ha

Last column: Mulliken charge in e.
CARTESIAN COORDINATES (ANGSTROEM)
O (-0.30511, -1.24396, -1.24656)  -0.50
C (-0.27077, 0.36840, 1.55646)  -0.27
C (-0.44103, 1.34583, 0.38527)  0.03
N (0.05678, 0.98693, -0.73638)  -0.50
C (0.52008, -0.37203, -0.54743)  -0.02
N (0.37472, -0.57408, 0.91018)  0.02
H (-1.17943, -0.82308, -1.25227)  0.36
H (-0.97159, 2.29057, 0.47118)  0.39
H (1.54982, -0.53414, -0.87811)  0.33
H (0.66654, -1.44443, 1.33766)  0.16

4.
DFT (ωB97M-V/def2-TZVPD) results for an isolated molecule of C5H6 at a distorted geometry.

multiplicity: 1
F_max: 1.56 eV/Å
E_tot: -194.01641 Ha

Last column: Mulliken charge in e.
CARTESIAN COORDINATES (ANGSTROEM)
C (2.48853, -0.00976, -0.15469)  0.37
C (1.34129, -0.04579, 0.23447)  -0.71
C (-0.03257, -0.06913, 0.63384)  -0.30
C (-1.01926, 0.76667, -0.15272)  -0.53
C (-1.09400, -0.70697, -0.25888)  -0.55
H (3.51679, 0.06723, -0.46637)  0.39
H (-0.21679, -0.19370, 1.69232)  0.33
H (-1.77609, 1.31971, 0.40896)  0.24
H (-0.56451, 1.28696, -1.00919)  0.27
H (-0.76430, -1.14244, -1.17795)  0.27
H (-1.87910, -1.27276, 0.25021)  0.23

5.
DFT (ωB97M-V/def2-TZVPD) results for an isolated ion of composition C8H6BrN4 and charge -1 at a distorted geometry.

net charge: -1
multiplicity: 1
F_max: 1.46 eV/Å
E_tot: -3101.42953 Ha

Last column: Mulliken charge in e.
CARTESIAN COORDINATES (ANGSTROEM)
C (-1.03040, -0.26818, 0.57154)  -0.23
C (-0.97694, 0.45437, -0.66244)  -0.35
C (0.08130, -0.59134, 1.24479)  -0.83
C (0.20633, 0.94939, -1.09634)  -0.88
C (1.44724, -0.31915, 0.68419)  -0.31
C (1.43979, 0.74564, -0.40255)  0.33
C (1.75660, -2.17905, -1.03270)  0.10
C (2.44709, 1.56709, -0.81321)  -0.21
N (2.32061, -3.36288, -1.02010)  -0.43
N (1.96010, -1.58934, 0.16215)  0.84
N (2.86796, -3.48845, 0.18767)  -0.47
N (2.65916, -2.45054, 0.89426)  -0.53
Br (4.13373, 1.34896, 0.19728)  -0.31
H (-2.00360, -0.51157, 0.98204)  0.34
H (-1.89801, 0.65057, -1.19555)  0.39
H (0.04335, -1.11692, 2.18894)  0.36
H (0.24607, 1.58132, -1.97504)  0.35
H (2.14658, -0.05333, 1.48781)  0.37
H (1.22248, -1.72025, -1.83956)  0.46

6.
DFT (ωB97M-V/def2-TZVPD) results for a 2-piece molecular cluster, C4H12SSi overall at a distorted geometry.

multiplicity: 1
F_max: 5.90 eV/Å
E_tot: -847.11819 Ha

Last column: Mulliken charge in e.
CARTESIAN COORDINATES (ANGSTROEM)
C (0.08098, 0.89426, -1.71173)  -1.13
C (-0.38524, 3.24235, -0.11928)  -0.90
C (0.10744, -3.21931, 2.30445)  -0.61
C (-1.53907, -3.02155, 0.19058)  -0.52
Si (0.74748, 1.76044, -0.13490)  0.59
S (-1.44275, -3.64588, 1.70368)  0.08
H (0.19799, 1.50830, -2.60754)  0.34
H (0.43570, -0.11956, -1.97864)  0.32
H (-0.94322, 0.76874, -1.54543)  0.31
H (-0.32205, 3.74920, 0.95500)  0.25
H (-0.10224, 4.15952, -0.68660)  0.30
H (-1.32200, 2.91787, -0.39772)  0.28
H (0.40041, 1.09054, 1.03980)  -0.17
H (-0.05675, -3.24545, 3.35397)  0.26
H (0.74626, -2.61149, 1.70741)  0.32
H (-2.00241, -3.55635, -0.49519)  0.35
H (-1.06304, -2.08771, -0.00380)  0.13
H (2.11969, 1.55709, -0.18405)  -0.19